Here is a cluster of 3 separate species, C27H43F16N2O5S in total at a distorted geometry from the OMol25 dataset. Energies are from ωB97M-V/def2-TZVPD.

The HOMO energy comes out at -11.87 eV. The value obtained for the LUMO energy is -0.1231 hartree.

```
! RIJCOSX wB97M-V def2-TZVPD def2/J DEFGRID3
* xyz 1 1
C 0.53 -4.71 -0.32
C -0.62 -4.10 -1.15
C -1.93 -4.05 -0.34
C -3.17 -4.14 -1.26
N -3.89 -2.84 -1.56
S -4.58 -3.06 -3.21
C -3.02 -1.63 -1.50
C -3.69 -0.33 -1.95
C -3.18 0.87 -1.10
C -1.69 0.88 -0.81
C -1.38 2.07 0.15
N -2.14 2.06 1.40
C -3.47 0.03 -3.43
C -2.01 -0.06 -3.93
C -1.50 1.33 -4.36
C 0.03 1.44 -4.36
O 0.69 0.18 -4.50
O -5.12 -0.33 -1.77
C -5.54 -1.10 -0.68
C -5.11 -2.58 -0.71
C -5.07 -3.12 0.72
C -4.11 -2.43 1.68
O -3.73 -2.96 2.63
H 1.18 -3.93 0.05
H 1.08 -5.40 -0.95
H 0.15 -5.33 0.49
H -0.73 -4.76 -2.01
H -0.33 -3.12 -1.54
H -1.93 -3.24 0.38
H -1.92 -4.96 0.24
H -2.83 -4.51 -2.20
H -3.85 -4.90 -0.90
H -3.51 -2.75 -3.99
H -2.71 -1.48 -0.48
H -2.12 -1.87 -2.04
H -3.76 0.85 -0.18
H -3.48 1.78 -1.62
H -1.33 -0.01 -0.29
H -1.07 1.06 -1.68
H -0.33 2.01 0.40
H -1.54 3.00 -0.37
H -2.43 1.13 1.67
H -2.96 2.64 1.27
H -3.83 1.04 -3.57
H -4.09 -0.57 -4.09
H -1.91 -0.68 -4.81
H -1.30 -0.41 -3.19
H -1.97 1.68 -5.27
H -1.85 2.01 -3.57
H 0.41 1.96 -3.49
H 0.34 2.04 -5.21
H 1.10 0.00 -3.65
H -6.62 -1.11 -0.70
H -5.26 -0.58 0.24
H -5.92 -3.12 -1.20
H -6.07 -2.97 1.13
H -4.88 -4.19 0.80
H -3.76 -1.41 1.45
C 3.67 0.29 1.10
C 2.73 0.52 -0.10
C 1.66 -0.54 -0.32
F 2.19 -1.76 -0.55
F 0.91 -0.21 -1.42
F 3.46 0.70 -1.22
F 2.09 1.70 0.13
O 4.92 -0.31 0.81
C 4.99 -1.68 0.71
C 5.34 -2.14 -0.71
F 4.43 -1.68 -1.60
F 5.32 -3.49 -0.76
F 3.85 -2.25 1.16
F 5.98 -2.08 1.53
H 3.93 1.28 1.48
H 3.17 -0.21 1.93
H 0.98 -0.61 0.54
H 6.33 -1.78 -1.00
C 5.11 5.74 3.78
C 5.20 5.53 5.30
C 5.70 4.16 5.75
F 4.88 3.18 5.30
F 5.70 4.11 7.10
F 4.00 5.81 5.86
F 6.07 6.46 5.78
O 3.84 5.54 3.20
C 3.47 4.25 2.89
C 2.29 3.77 3.74
F 2.58 3.85 5.05
F 2.00 2.48 3.46
F 4.54 3.43 2.98
F 3.11 4.26 1.59
H 5.32 6.80 3.61
H 5.89 5.20 3.25
H 6.71 3.98 5.39
H 1.40 4.38 3.54
*
```

***

Here is a cluster of 4 separate species, C27H44Br2F6NO10S5 in total at a distorted geometry from the OMol25 dataset. Energies are from ωB97M-V/def2-TZVPD.

The HOMO energy comes out at -11.72 eV. The value obtained for the LUMO energy is -0.1820 hartree.

```
! RIJCOSX wB97M-V def2-TZVPD def2/J DEFGRID3
* xyz 1 1
C -1.39 -0.35 4.83
C -0.13 0.76 4.83
C 1.33 0.04 4.50
O 1.96 0.55 3.27
C 2.70 -0.49 2.54
C 2.10 -0.61 0.99
C 0.82 -1.69 0.92
S -0.62 -0.56 1.38
C 0.85 -1.82 -0.75
C -0.58 -2.13 -1.49
C -1.14 -3.62 -1.03
O -0.05 -4.51 -0.50
C -2.47 -3.57 -0.07
F -3.39 -2.44 -0.33
F -2.20 -3.61 1.39
F -3.25 -4.82 -0.39
N 2.13 -1.63 -1.29
C 2.38 -1.67 -2.78
Br 2.84 0.11 -3.66
C 2.31 -2.86 -3.66
C 1.91 -4.34 -3.05
Br 2.75 -2.59 -5.64
C 3.04 -1.42 -0.10
S 4.82 -0.90 -0.34
O 5.38 -1.07 -1.78
O 4.97 0.55 0.21
C 5.86 -2.08 0.75
F 7.10 -1.41 1.26
F 6.28 -3.28 -0.06
F 5.09 -2.55 1.94
H -2.21 0.14 4.11
H -1.02 -1.34 4.30
H -1.82 -0.55 5.90
H -0.29 1.59 4.02
H -0.15 1.27 5.89
H 2.05 0.31 5.39
H 1.14 -1.12 4.50
H 2.71 -1.54 3.05
H 3.82 -0.12 2.46
H 1.92 0.41 0.44
H 1.02 -2.65 1.55
H -0.07 0.74 1.62
H -1.35 -1.27 -1.35
H -0.36 -2.20 -2.66
H -1.48 -4.15 -2.04
H 0.09 -4.34 0.48
H 2.43 -4.61 -2.04
H 2.18 -5.17 -3.87
H 0.72 -4.35 -2.98
H 3.07 -2.52 0.37
C -7.45 -4.15 0.33
C -6.29 -3.18 0.57
C -6.67 -2.29 1.76
S -7.79 -3.26 2.77
O -9.09 -2.63 2.74
O -7.12 -3.61 4.00
C -7.83 -4.69 1.71
H -7.17 -4.95 -0.35
H -8.30 -3.61 -0.10
H -5.39 -3.75 0.82
H -6.08 -2.58 -0.32
H -5.80 -2.01 2.35
H -7.21 -1.40 1.43
H -8.82 -5.14 1.73
H -7.08 -5.40 2.07
C 4.68 5.56 -6.02
C 5.57 4.33 -6.14
C 4.90 3.20 -5.36
S 3.15 3.54 -5.40
O 2.71 3.82 -4.05
O 2.49 2.55 -6.24
C 3.26 5.07 -6.29
H 4.98 6.35 -6.72
H 4.75 5.97 -5.01
H 5.66 4.04 -7.20
H 6.58 4.52 -5.77
H 5.09 2.22 -5.82
H 5.23 3.19 -4.32
H 2.50 5.77 -5.94
H 3.12 4.85 -7.35
C -0.53 5.83 2.64
C -2.01 5.78 3.01
C -2.69 4.81 2.04
S -1.44 3.63 1.56
O -1.18 3.79 0.14
O -1.75 2.34 2.15
C -0.10 4.38 2.46
H 0.06 6.33 3.41
H -0.40 6.37 1.69
H -2.12 5.42 4.03
H -2.47 6.77 2.95
H -3.52 4.28 2.53
H -3.05 5.32 1.14
H 0.83 4.27 1.91
H -0.03 3.87 3.43
*
```

***

no.,electronic energy (Ha)
1,-3536.0175
2,-9599.7459